A.
{
  "formula": "H12O6",
  "method": "the ωB97M-V functional and the def2-TZVPD basis",
  "spin_multiplicity": 1,
  "smiles": "O.O.O.O.O.O",
  "elements": ["O", "H", "H", "O", "H", "H", "O", "H", "H", "O", "H", "H", "O", "H", "H", "O", "H", "H"],
  "coordinates": [[-15.40, -13.79, 20.22], [-15.19, -12.92, 19.89], [-14.56, -14.14, 20.53], [-12.43, -11.13, 20.01], [-12.24, -10.49, 20.69], [-11.72, -11.76, 20.06], [-14.58, -10.20, 17.87], [-14.71, -11.06, 18.27], [-15.07, -9.60, 18.43], [-14.35, -12.11, 19.25], [-13.58, -11.71, 19.65], [-14.01, -12.85, 18.74], [-13.99, -10.35, 21.42], [-14.28, -9.62, 21.98], [-13.86, -9.96, 20.56], [-13.73, -13.52, 17.52], [-12.91, -13.93, 17.78], [-14.33, -14.25, 17.35]]
}

***

B.
{
  "formula": "H12O6",
  "method": "the ωB97M-V functional and the def2-TZVPD basis",
  "spin_multiplicity": 1,
  "smiles": "O.O.O.O.O.O",
  "elements": ["O", "H", "H", "O", "H", "H", "O", "H", "H", "O", "H", "H", "O", "H", "H", "O", "H", "H"],
  "coordinates": [[24.30, 7.71, 25.09], [24.91, 8.12, 25.74], [24.78, 7.00, 25.25], [22.08, 8.19, 23.28], [21.95, 8.87, 22.50], [22.97, 8.17, 23.63], [26.16, 9.95, 26.86], [26.84, 10.00, 27.54], [25.48, 10.35, 27.30], [25.10, 4.45, 23.74], [25.45, 3.64, 23.35], [25.44, 4.05, 24.54], [25.73, 9.65, 23.06], [26.60, 9.16, 22.75], [25.10, 9.00, 23.42], [24.80, 4.61, 26.72], [24.24, 3.87, 26.26], [24.28, 5.33, 27.00]]
}

***

C.
{
  "formula": "H12O6",
  "method": "the ωB97M-V functional and the def2-TZVPD basis",
  "spin_multiplicity": 1,
  "smiles": "O.O.O.O.O.O",
  "elements": ["H", "H", "H", "H", "H", "H", "H", "H", "H", "H", "H", "H", "O", "O", "O", "O", "O", "O"],
  "coordinates": [[-0.83, 0.63, -1.95], [-0.30, 0.89, -0.54], [-2.38, 0.85, 0.11], [-3.00, 0.23, 1.36], [0.48, -1.13, 2.82], [1.60, -0.73, 3.87], [1.45, -0.35, -1.20], [2.01, -1.53, -0.36], [-1.73, 0.96, -3.79], [-1.50, 2.21, -4.65], [2.29, 0.09, 2.39], [2.75, -1.25, 2.09], [-0.77, 0.23, -1.08], [-3.02, 0.23, 0.45], [0.77, -1.21, 3.77], [2.24, -0.79, -0.94], [-2.00, 1.46, -4.57], [1.94, -0.80, 2.19]]
}

***

D.
{
  "formula": "H12O6",
  "method": "the ωB97M-V functional and the def2-TZVPD basis",
  "spin_multiplicity": 1,
  "smiles": "O.O.O.O.O.O",
  "elements": ["O", "H", "H", "O", "H", "H", "O", "H", "H", "O", "H", "H", "O", "H", "H", "O", "H", "H"],
  "coordinates": [[1.34, -5.76, -3.50], [1.31, -4.82, -3.26], [2.26, -5.85, -3.76], [-2.63, 4.57, 1.72], [-3.21, 4.75, 0.99], [-3.11, 3.87, 2.17], [-1.22, -0.08, 5.86], [-1.38, 0.03, 6.80], [-2.05, -0.38, 5.48], [-0.32, 2.33, -0.24], [-1.05, 2.28, 0.38], [0.31, 2.97, 0.08], [2.88, -0.87, -2.62], [2.87, -0.59, -3.54], [2.01, -0.67, -2.24], [0.26, -0.39, -1.41], [-0.03, -0.89, -0.64], [0.28, 0.54, -1.17]]
}

***

D is favored, and the nearest alternative lies 0.0632 hartree above it.

***

A.
{
  "formula": "H12O6",
  "method": "the ωB97M-V functional and the def2-TZVPD basis",
  "spin_multiplicity": 1,
  "smiles": "O.O.O.O.O.O",
  "elements": ["O", "H", "H", "O", "H", "H", "O", "H", "H", "O", "H", "H", "O", "H", "H", "O", "H", "H"],
  "coordinates": [[3.53, -0.90, 0.89], [4.38, -0.73, 0.49], [3.49, -0.69, 1.83], [-5.98, -0.19, 2.70], [-6.48, -0.54, 1.96], [-5.28, 0.37, 2.36], [0.72, -2.14, 0.17], [1.55, -1.65, 0.07], [0.99, -3.07, 0.19], [1.96, 1.27, -2.49], [1.64, 0.45, -2.10], [2.86, 1.11, -2.78], [1.25, 1.77, 0.36], [1.51, 1.72, -0.58], [2.06, 1.39, 0.72], [-2.98, 0.75, -1.01], [-2.07, 0.49, -0.86], [-3.14, 0.57, -1.94]]
}

***

B.
{
  "formula": "H12O6",
  "method": "the ωB97M-V functional and the def2-TZVPD basis",
  "spin_multiplicity": 1,
  "smiles": "O.O.O.O.O.O",
  "elements": ["O", "H", "H", "O", "H", "H", "O", "H", "H", "O", "H", "H", "O", "H", "H", "O", "H", "H"],
  "coordinates": [[-0.23, 1.38, 2.46], [-0.32, 1.12, 1.53], [-0.69, 2.23, 2.55], [1.97, -1.44, 0.37], [1.22, -0.90, 0.05], [2.44, -1.01, 1.11], [-1.36, -1.27, -2.37], [-1.05, -0.40, -2.70], [-0.62, -1.85, -2.43], [-0.19, 2.71, -0.93], [0.74, 2.57, -1.17], [-0.53, 3.02, -1.76], [-0.44, -2.39, 1.67], [0.41, -2.54, 2.16], [-0.14, -1.81, 0.97], [-0.14, 0.03, -0.30], [-0.32, 0.95, -0.41], [-0.76, -0.43, -0.81]]
}

***

C.
{
  "formula": "H12O6",
  "method": "the ωB97M-V functional and the def2-TZVPD basis",
  "spin_multiplicity": 1,
  "elements": ["O", "H", "H", "O", "H", "H", "O", "H", "H", "O", "H", "H", "O", "H", "H", "O", "H", "H"],
  "coordinates": [[-0.23, -0.36, -0.02], [-0.15, 0.59, -0.05], [0.11, -0.61, 0.84], [-0.95, -2.23, 0.42], [-1.90, -2.24, 0.55], [-0.80, -1.48, -0.15], [-0.06, -2.15, 2.29], [0.07, -3.06, 2.56], [-0.53, -2.20, 1.46], [1.74, 0.49, -1.11], [2.18, -0.08, -0.48], [2.13, 1.35, -0.97], [-0.25, 2.26, -1.74], [-0.27, 1.31, -1.90], [0.40, 2.59, -2.36], [-0.21, 1.73, 0.37], [-1.03, 2.00, 0.79], [-0.26, 2.10, -0.51]]
}

***

B is favored, and the nearest alternative lies 0.0021 hartree above it.

***

A.
{
  "formula": "H12O6",
  "method": "the ωB97M-V functional and the def2-TZVPD basis",
  "spin_multiplicity": 1,
  "smiles": "O.O.O.O.O.O",
  "elements": ["H", "H", "H", "H", "H", "H", "H", "H", "H", "H", "H", "H", "O", "O", "O", "O", "O", "O"],
  "coordinates": [[-0.25, -1.70, -0.03], [-1.69, -2.27, -0.11], [0.37, 1.37, -0.92], [-0.43, 2.31, 0.20], [1.54, -1.14, -0.71], [1.67, -0.69, 0.77], [0.64, 0.50, 2.03], [1.42, 1.29, 0.99], [-0.04, -0.21, -3.02], [-0.59, -0.80, -1.66], [-1.39, -0.14, 0.74], [-2.19, 1.01, 1.47], [-1.17, -1.47, -0.28], [0.30, 2.32, -0.42], [1.49, -1.52, 0.17], [1.51, 0.62, 1.69], [0.12, -0.21, -2.04], [-1.31, 0.73, 1.13]]
}

***

B.
{
  "formula": "H12O6",
  "method": "the ωB97M-V functional and the def2-TZVPD basis",
  "spin_multiplicity": 1,
  "smiles": "O.O.O.O.O.O",
  "elements": ["H", "H", "H", "H", "H", "H", "H", "H", "H", "H", "H", "H", "O", "O", "O", "O", "O", "O"],
  "coordinates": [[-0.20, -1.97, -1.18], [0.42, -0.88, -0.37], [-1.06, 1.76, -1.56], [0.26, 1.74, -1.99], [4.51, 0.57, 3.03], [3.90, 0.15, 1.72], [-0.61, 3.26, -0.80], [0.13, 2.77, 0.53], [-4.12, -1.76, 1.80], [-4.81, -0.67, 2.83], [0.94, -2.15, -2.52], [0.93, -3.32, -1.37], [-0.41, -1.30, -0.52], [-0.65, 1.66, -2.37], [3.74, 0.03, 2.62], [0.00, 3.54, -0.04], [-4.41, -0.80, 1.97], [1.45, -2.62, -1.77]]
}

***

A is favored, and the nearest alternative lies 0.0791 hartree above it.